Entry P
Here is 3 unconnected molecules or ions with the total composition C3H12N2O3 from the OMol25 dataset. Energies are from ωB97M-V/def2-TZVPD.

```
20
Properties=species:S:1:pos:R:3
N 0.1960 2.0511 1.0905
C 0.0641 0.9786 0.0907
C 1.3342 0.8958 -0.7529
C 1.2507 -0.1027 -1.8944
N 0.5556 -1.2382 -1.6281
O 1.7573 0.1228 -2.9718
H -0.4076 2.8508 0.9757
H 1.1416 2.4000 1.1372
H -0.0866 0.0774 0.6659
H -0.7944 1.0859 -0.5697
H 2.2734 0.8251 -0.1937
H 1.3688 1.8511 -1.2715
H 0.3280 -1.7542 -2.4674
H -0.0976 -1.3455 -0.8609
O -1.1659 -0.7489 2.6423
H -1.9180 -0.1506 2.6956
H -0.4324 -0.1710 2.4010
O -1.8578 -2.1952 0.1710
H -1.9386 -2.4794 1.0884
H -1.5710 -2.9528 -0.3478
```

Results
SMILES: NCCC(N)=O.O.O
total charge: 0
HOMO energy: -9.4056 eV
M: 124.140 g/mol

***

Entry Q
Here is a molecular structure, C3H12N2O3 from the OMol25 dataset. Energies are from ωB97M-V/def2-TZVPD.

```
20
Properties=species:S:1:pos:R:3
N 0.3565 -0.3951 1.5447
C -0.8339 0.0503 0.7726
C -2.2117 -0.5793 1.1648
C -0.8372 0.2470 -0.8378
N -0.1915 -0.8758 -1.6032
O -2.1054 0.5632 -1.1187
H 1.1023 0.2856 1.2487
H 0.1822 -0.3056 2.5014
H -0.9865 1.1070 0.9220
H -2.6401 -0.8770 0.1544
H -2.8778 0.3060 1.5412
H -2.2767 -1.4936 1.8205
H 0.7629 -0.8509 -1.4748
H -0.4593 -0.8285 -2.5320
H 3.3288 -1.0653 -0.1350
H 2.4940 0.3946 -0.1563
O 2.5470 -0.6876 -0.5374
H -0.0934 1.1025 -0.9060
H 2.8484 2.1161 0.3085
O 2.1530 1.4617 0.4709
```

Results
total charge: 0
HOMO energy: -9.1199 eV
M: 124.140 g/mol

***

It turns out entry P is the most stable, with the second structure 7.998 eV higher.

***

Entry P
Here is 2 unconnected molecules or ions with the total composition Cl2HO2P from the OMol25 dataset. Energies are from ωB97M-V/def2-TZVPD.

```
6
Properties=species:S:1:pos:R:3
O -1.3891 -1.8292 1.1609
P -0.3816 -1.1601 1.9657
Cl -0.9132 0.8280 2.1076
O 0.9225 0.3553 -2.1391
Cl 0.3319 0.7049 -0.5949
H 1.4295 1.1010 -2.5002
```

Results
SMILES: O=PCl.OCl
total charge: 0
HOMO energy: -10.7182 eV
M: 134.886 g/mol

***

Entry Q
Here is a single Cl2HO2P molecule from the OMol25 dataset. Energies are from ωB97M-V/def2-TZVPD.

```
6
Properties=species:S:1:pos:R:3
Cl 2.0283 1.5265 1.1566
O 1.3392 0.0251 0.5340
P -0.1591 0.2781 -0.8182
O -1.2618 -0.7827 -0.0898
Cl -1.1724 -2.3931 -0.6121
H -0.7743 1.3460 -0.1706
```

Results
SMILES: ClOPOCl
total charge: 0
HOMO energy: -10.1424 eV
M: 134.886 g/mol

***

It turns out entry P is the most stable, with the second structure 3.174 eV higher.

***

Entry P
Here is 2 unconnected molecules or ions with the total composition C6H16N2 from the OMol25 dataset. Energies are from ωB97M-V/def2-TZVPD.

```
24
Properties=species:S:1:pos:R:3
C 1.6144 1.8653 1.6608
C 0.9305 0.5789 2.0782
N 1.0046 -0.4097 1.0104
C 0.8582 -1.7770 1.4757
H 1.6127 2.6031 2.4629
H 1.1850 2.2907 0.7535
H 2.6609 1.6598 1.4142
H -0.1202 0.7497 2.3372
H 1.4034 0.1985 2.9991
H 1.9119 -0.3151 0.5606
H 0.8919 -2.4602 0.6277
H 1.6383 -2.1016 2.1873
H -0.0720 -1.8506 2.0451
C -2.7170 -1.3084 -1.2678
C -1.5708 -0.6321 -1.2700
N -1.4204 0.6551 -1.8065
C -0.2996 0.8167 -2.7363
H -3.6222 -0.9435 -1.7431
H -2.8497 -2.2728 -0.7963
H -0.6719 -0.9510 -0.7555
H -2.2833 0.9481 -2.2543
H -0.4034 1.7770 -3.2485
H 0.6439 0.8114 -2.1961
H -0.3254 0.0675 -3.5384
```

Results
total charge: -1
HOMO energy (alpha / beta): 1.4309 / -5.1846 eV
M: 116.208 g/mol
<S²>: 0.750
multiplicity: 2

***

Entry Q
Here is 2 unconnected molecules or ions with the total composition C6H16N2 from the OMol25 dataset. Energies are from ωB97M-V/def2-TZVPD.

```
24
Properties=species:S:1:pos:R:3
C -0.3245 -2.5025 -1.2218
N 2.0750 -2.5973 0.2784
C 1.8781 -1.8147 -0.8306
N 0.8755 -1.7826 -1.6232
H -0.5916 -3.2544 -1.9681
H -1.1541 -1.7874 -1.1452
H -0.2959 -3.0116 -0.2531
H 1.5707 -3.4648 0.3854
H 3.0140 -2.5592 0.6807
H 2.7203 -1.1432 -0.9712
C -1.4145 2.8252 1.0693
C -1.0549 1.4976 0.4266
C -0.4077 1.6982 -0.9452
C -0.1297 0.6854 1.3229
H -1.8846 2.6770 2.0418
H -0.5328 3.4618 1.1953
H -2.0789 3.4370 0.4493
H -1.9614 0.8942 0.3044
H -0.1141 0.7392 -1.3682
H 0.4595 2.3536 -0.8134
H -1.0619 2.2403 -1.6332
H -0.5602 0.4304 2.2914
H 0.1620 -0.2368 0.8205
H 0.8119 1.2145 1.5073
```

Results
total charge: -1
HOMO energy (alpha / beta): 1.1790 / -4.9607 eV
M: 116.208 g/mol
<S²>: 0.750
multiplicity: 2

***

It turns out entry Q is the most stable, with the second structure 1.154 eV higher.

***

Entry P
Here is a single C3H10N2S molecule from the OMol25 dataset. Energies are from ωB97M-V/def2-TZVPD.

```
16
Properties=species:S:1:pos:R:3
N -1.9646 1.2093 0.0148
C -0.9433 0.3679 -0.6225
C 0.2602 0.1221 0.2905
N -0.1115 -0.3568 1.6087
C 1.1411 -0.8922 -0.4729
S 2.8908 -0.8515 0.0436
H -1.6325 2.1553 0.1746
H -2.7778 1.2933 -0.5599
H -1.3859 -0.5898 -0.8920
H -0.6092 0.8988 -1.5173
H 0.8102 1.0584 0.3829
H 0.2096 0.3051 2.3048
H -1.1223 -0.3348 1.7210
H 0.6464 -1.8227 -0.1966
H 1.1214 -0.7971 -1.5555
H 3.4675 -1.7655 -0.7244
```

Results
SMILES: NC[C@@H](N)CS
total charge: 0
HOMO energy: -8.8464 eV
M: 106.194 g/mol

***

Entry Q
Here is a molecular structure, C3H10N2S from the OMol25 dataset. Energies are from ωB97M-V/def2-TZVPD.

```
16
Properties=species:S:1:pos:R:3
C -1.6212 1.5876 -0.8612
C -2.3809 0.3677 -0.2885
S -1.2330 -0.3998 1.0314
H -0.9900 1.8762 -0.1258
H -0.8385 1.1791 -1.5659
H -2.3606 2.2725 -1.2774
H -3.3703 0.5553 0.2547
H -2.6495 -0.3532 -1.0850
N 2.3983 -0.7183 1.5051
C 2.3031 -1.1460 0.2509
N 1.3038 -0.7323 -0.4330
H 1.4344 -0.7219 2.1195
H 3.3089 -0.8742 1.9417
H 3.2115 -1.6861 -0.1053
H 1.3028 -0.6896 -1.4564
H 0.1812 -0.5171 0.0952
```

Results
total charge: 0
HOMO energy: -7.1786 eV
M: 106.194 g/mol

***

It turns out entry P is the most stable, with the second structure 1.867 eV higher.

***

Entry P
Here is 2 unconnected molecules or ions with the total composition C3H10N2S from the OMol25 dataset. Energies are from ωB97M-V/def2-TZVPD.

```
16
Properties=species:S:1:pos:R:3
H 0.5090 -2.6691 -1.9218
N 0.6920 -2.1927 -1.0487
C -0.0961 -2.5035 -0.1067
N 0.1221 -2.0764 1.1593
H -1.0165 -3.0747 -0.2511
H 0.9933 -1.5925 1.3018
H -0.5623 -2.1251 1.8875
C -1.1321 1.9816 -0.3161
C 0.2535 1.3715 -0.1171
S 1.2332 2.3476 1.0591
H -0.9917 2.9361 -0.8254
H -1.6442 2.1376 0.6250
H -1.7473 1.3383 -0.9439
H 0.7537 1.3499 -1.0777
H 0.2566 0.3298 0.2042
H 2.3769 2.4417 0.3718
```

Results
SMILES: [H]/N=C/N.CCS
total charge: 0
HOMO energy: -8.8823 eV
M: 106.194 g/mol

***

Entry Q
Here is a single C3H10N2S molecule from the OMol25 dataset. Energies are from ωB97M-V/def2-TZVPD.

```
16
Properties=species:S:1:pos:R:3
N -2.8874 -0.0978 -0.7479
C -1.8025 -0.0800 0.1729
N -0.5127 -0.5537 -0.4409
C 0.6532 0.3497 -0.0841
C 1.8520 -0.4871 0.2647
S 3.0527 0.6377 1.3201
H -3.1671 -1.0444 -1.0575
H -2.7103 0.4919 -1.5428
H -1.7870 1.0077 0.2719
H -1.8370 -0.5407 1.1902
H -0.2094 -1.0179 -1.2644
H 0.8112 1.0177 -0.9240
H 0.4037 0.9923 0.7501
H 1.4941 -1.1434 1.0331
H 2.3036 -0.7705 -0.6732
H 4.3428 1.2388 1.7318
```

Results
SMILES: NCNCCS
total charge: 0
HOMO energy: -8.6261 eV
M: 106.194 g/mol

***

It turns out entry P is the most stable, with the second structure 3.571 eV higher.